# 1
A molecular structure, C39H40ClN6O8SnTe. Source: the Open Molecules 2025 dataset; level of theory: the ωB97M-V functional and the def2-TZVPD basis.

Cartesian coordinates (Å):
Te1 -1.2392 -1.3059 -1.8741
Sn1 1.2746 -0.1097 -0.2458
Cl1 2.6270 -3.2290 1.1277
O1 2.5957 -4.4805 1.7634
O2 -0.8011 2.3423 1.3300
O3 -2.7124 1.4954 -1.3645
O4 1.4578 5.0394 3.9165
O5 3.9027 -2.6291 0.9837
O6 1.8265 -3.1534 -0.0532
O7 1.7895 -2.2858 2.2531
O8 3.2162 0.9159 2.4759
N1 1.4926 1.8721 1.3190
N2 1.9097 -0.9109 2.0243
N3 3.7620 -3.1003 4.7427
N4 0.6808 4.0215 2.0620
N5 -0.6343 0.6021 -0.9017
N6 3.6938 -0.8598 3.6755
C1 -3.0680 -5.0826 -3.3453
C2 3.6838 -2.0831 4.1953
C3 -4.4324 -1.1799 -0.6095
C4 2.9237 -0.4064 2.7573
C5 -0.7899 5.5676 -0.6021
C6 3.5308 1.6233 -2.1886
C7 0.2838 4.7830 -0.6397
C8 -3.8614 -0.9322 -4.1068
C9 -1.5018 -2.5657 2.2611
C10 2.3992 2.4010 4.7083
C11 -1.2246 2.7693 0.0023
C12 4.1264 4.2703 1.7274
C13 -2.3317 3.7718 0.0616
C14 3.9254 3.6033 3.0879
C15 0.4964 2.9169 1.1782
C16 3.7046 -1.1124 -2.6491
C17 -4.8737 -5.7574 -4.9730
C18 1.0611 1.7057 4.9580
C19 -3.7480 -1.9465 1.6777
C20 0.1842 3.3378 -0.2887
C21 2.5151 2.9965 3.2940
C22 -1.1206 -2.2836 0.9593
C23 2.7098 1.0251 -3.1388
C24 -1.6091 1.5315 -0.8285
C25 -1.2627 -4.6384 -1.6811
C26 -2.0369 -1.8204 0.0179
C27 -2.3041 -4.1422 -2.6557
C28 -4.2893 -3.3644 -4.4604
C29 -3.3840 -1.6505 0.3646
C30 -2.1169 5.0545 -0.2163
C31 -4.0619 -4.7160 -4.2451
C32 -2.8298 -2.3928 2.6179
C33 -3.5528 -2.3818 -3.8019
C34 2.7962 -0.3438 -3.3667
C35 4.4386 0.8526 -1.4700
C36 -2.5781 -2.7901 -2.8937
C37 1.4981 4.1060 3.1426
C38 4.5267 -0.5147 -1.7017
C39 2.3085 1.9027 2.2854
H1 -0.7082 6.6150 -0.8675
H2 -0.0959 -2.4777 0.6630
H3 -4.0805 -0.3150 -1.1707
H4 -5.9216 -5.7152 -4.6688
H5 -1.1072 -5.7091 -1.8098
H6 1.2561 5.1709 -0.9254
H7 -5.3457 -0.9007 -0.0844
H8 -3.2072 -0.2488 -3.5705
H9 4.6544 2.8051 3.2277
H10 3.7739 -2.1782 -2.8307
H11 0.8765 0.8960 4.2438
H12 0.2283 2.4097 4.8849
H13 3.2217 1.7015 4.8575
H14 0.7416 2.7217 -0.9932
H15 -1.5820 -4.4682 -0.6505
H16 -3.3146 3.3897 0.3077
H17 1.0453 1.2689 5.9556
H18 -2.9377 5.7618 -0.1814
H19 3.9841 3.5600 0.9062
H20 -4.8908 -0.6935 -3.8311
H21 2.1659 -0.8071 -4.1159
H22 -3.7574 -0.7387 -5.1765
H23 -4.6757 -1.9757 -1.3170
H24 -4.7840 -1.8099 1.9692
H25 5.1387 4.6656 1.6481
H26 4.0633 4.3329 3.8852
H27 3.4821 2.6942 -2.0290
H28 -3.1552 -2.6131 3.6273
H29 -0.0019 4.7633 1.9713
H30 -4.5026 -6.7604 -4.7657
H31 2.5251 3.2297 5.4034
H32 2.0185 1.6279 -3.7153
H33 -0.7674 -2.9198 2.9741
H34 -0.3003 -4.1416 -1.8102
H35 3.4321 5.1016 1.5854
H36 -5.0602 -3.0556 -5.1623
H37 -2.8725 -6.1367 -3.1712
H38 5.2333 -1.1132 -1.1402
H39 5.0896 1.3193 -0.7401
H40 -4.8390 -5.5947 -6.0517

Net charge: 0
LUMO level (spin up / spin down) (Ha): -0.0170 / -0.0644
Calculated total energy (eV): -92047.9128
Expectation value of S²: 0.76
2S+1: 2

# 2
A molecular structure, C39H40CrN6O4Sb2 at a distorted geometry. Source: the Open Molecules 2025 dataset; level of theory: the ωB97M-V functional and the def2-TZVPD basis.

Cartesian coordinates (Å):
Sb1 -1.2900 -1.6772 -1.6667
Sb2 -2.9691 1.2924 0.8720
Cr1 -0.4250 0.6766 -0.5817
O1 2.8776 -0.6053 -0.0672
O2 8.0926 2.0088 -3.6124
O3 7.9034 0.3968 -5.0217
O4 2.2890 -2.2679 -1.4791
N1 1.6545 2.3086 0.8710
N2 -1.1118 1.9010 -2.0296
N3 0.7260 2.2430 -0.0382
N4 7.5468 0.9657 -3.9931
N5 2.7828 -1.3037 2.1181
N6 0.9984 0.0485 1.2294
C1 -4.1135 -3.5180 -0.1578
C2 3.7618 2.1474 3.1257
C3 -4.0616 -2.1792 -0.5686
C4 -0.6206 3.2362 -1.8204
C5 5.8080 -0.8461 -3.6703
C6 -4.5644 0.2689 -0.1975
C7 -0.6854 -1.4884 2.0330
C8 -0.7483 -1.9562 -3.7386
C9 4.7307 -1.4389 -2.9943
C10 -3.3715 -2.0241 -1.9132
C11 4.8209 1.8416 3.9019
C12 1.9359 1.2859 1.5757
C13 4.4766 -0.4793 3.6793
C14 5.2051 0.5611 4.1978
C15 -4.6208 -1.1190 0.2201
C16 6.3236 0.3771 -3.2661
C17 0.4232 3.3614 -0.8631
C18 2.9833 -1.2945 -1.1475
C19 1.9232 -1.0557 1.0493
C20 -1.1586 4.2883 -2.6361
C21 -1.9586 1.7240 -3.0533
C22 -4.6236 -3.8767 1.0872
C23 -2.0589 4.0365 -3.5960
C24 -1.2769 0.1140 4.1359
C25 -0.2496 0.4800 3.2590
C26 -5.2742 -2.8894 1.8011
C27 5.7472 1.0504 -2.2234
C28 -2.4518 2.7000 -3.8192
C29 3.0611 1.0753 2.5017
C30 -4.0037 1.2825 2.6886
C31 3.4459 -0.2676 2.7579
C32 -0.0125 -0.3029 2.1372
C33 -5.2687 -1.5248 1.3771
C34 -3.3669 3.3097 0.2568
C35 4.2067 -0.6989 -1.9117
C36 -2.0011 -1.0499 3.9363
C37 -1.7310 -1.8625 2.8972
C38 4.6852 0.5431 -1.5738
C39 -0.7667 -3.5367 -0.8164
H1 -2.5102 4.8637 -4.1902
H2 -1.5049 0.6848 5.0639
H3 -5.7814 -0.8195 2.1097
H4 -3.2183 2.4304 -4.5504
H5 -3.9410 0.3324 3.2027
H6 -2.8178 -1.3370 4.6144
H7 -3.5853 2.0277 3.2500
H8 6.1591 -1.3877 -4.5705
H9 -1.2789 -3.7909 0.0888
H10 -3.3520 -2.9968 -2.4056
H11 3.1315 -2.2198 2.3833
H12 4.2337 1.1195 -0.8143
H13 5.9999 2.0337 -1.9885
H14 0.3282 1.3800 3.3837
H15 -3.8550 -1.2769 -2.5330
H16 4.6294 -1.5393 3.9125
H17 -4.3978 0.3513 -1.2887
H18 -1.4609 -2.7092 -4.2040
H19 -5.0459 1.4709 2.4272
H20 -3.6500 -4.2763 -0.7885
H21 -4.4400 3.4250 0.1168
H22 -2.3272 0.6746 -3.1683
H23 -0.9876 -0.9970 -4.2957
H24 -2.7539 3.4736 -0.6266
H25 1.5446 -2.0599 0.6723
H26 5.9305 0.2892 4.8889
H27 3.5636 3.1507 2.8550
H28 -3.0309 3.9916 1.0354
H29 -2.3221 -2.7329 2.6604
H30 -5.7098 -3.1764 2.7440
H31 0.2964 -2.2647 -3.7647
H32 -0.8692 5.2843 -2.4970
H33 0.2886 -3.6164 -0.5655
H34 -4.6233 -4.9217 1.4059
H35 -0.4464 -2.1244 1.1324
H36 4.1823 -2.3182 -3.3843
H37 1.0731 4.2179 -0.5105
H38 5.4228 2.6380 4.3641
H39 -0.9860 -4.3156 -1.5485
H40 -5.5128 0.7795 0.1313

Net charge: 0
LUMO level (spin up / spin down) (Ha): -0.0242 / -0.0243
Calculated total energy (eV): -99712.6959
Expectation value of S²: 6.06
2S+1: 5
Energy above the lowest of the compared OMol25 structures with the same formula, charge and spin (eV): 2.626

# 3
A molecular structure, C39H40N3OS2Te2Ti at a distorted geometry. Source: the Open Molecules 2025 dataset; level of theory: the ωB97M-V functional and the def2-TZVPD basis.

Cartesian coordinates (Å):
Te1 3.4775 2.3495 -0.5126
Te2 -0.6860 -0.8099 0.3298
Ti1 1.8825 0.2075 -0.9248
S1 3.7432 -1.7689 2.9359
S2 5.3905 -2.2126 -3.1587
O1 1.1545 -0.1309 -2.7374
N1 3.5168 -1.0858 -1.8199
N2 2.8482 -0.8788 0.7620
N3 0.5330 1.4476 -1.3493
C1 -1.0406 2.2809 1.4069
C2 -2.2823 1.4777 1.3869
C3 1.9325 3.8041 -0.5545
C4 -3.5101 -0.6404 1.0104
C5 0.0411 -3.4761 3.7063
C6 -3.6112 -2.0679 0.5880
C7 -1.0737 2.6764 -3.6474
C8 1.3263 4.2960 0.6193
C9 4.0075 -1.1756 -3.0056
C10 4.2288 -1.8952 -0.9322
C11 0.5605 -3.6026 -0.5456
C12 0.3945 -3.4907 0.9645
C13 4.3859 -2.3847 1.4846
C14 -0.9220 -1.1262 3.7844
C15 -4.6622 -0.0010 1.3755
C16 -0.1145 5.6721 -0.7195
C17 -6.1022 1.9811 1.7908
C18 -0.8814 0.5311 -4.6561
C19 -3.5103 2.0745 1.6533
C20 5.2411 -2.5947 -1.4732
C21 -0.3156 -2.3311 2.9807
C22 0.5659 -4.5891 3.0665
C23 0.9425 -5.7958 3.8935
C24 -2.0322 3.0490 -4.5754
C25 -4.7411 1.3884 1.6415
C26 3.7853 -1.8316 0.4247
C27 -0.5445 1.3853 -3.6248
C28 1.5438 4.2960 -1.7717
C29 3.4730 -0.4138 -4.1841
C30 -0.2269 -2.3685 1.6021
C31 -1.8936 0.8834 -5.5232
C32 -2.3425 0.1426 1.0741
C33 -2.4883 2.1433 -5.5066
C34 2.0033 0.4010 2.7273
C35 0.5433 5.2505 -1.8781
C36 0.2744 5.2147 0.5295
C37 0.3839 0.9190 -2.5466
C38 0.7713 -4.5783 1.7005
C39 2.7741 -0.7220 2.0643
H1 -0.6249 2.4712 0.4576
H2 -6.8688 1.2641 1.4765
H3 -0.2885 5.5481 1.4143
H4 -3.2171 -2.2330 -0.4153
H5 -6.1344 2.9320 1.2827
H6 -2.4318 4.0223 -4.4720
H7 -3.1015 -2.8011 1.2408
H8 0.9252 -4.5748 -0.8019
H9 -1.9717 -1.3417 3.9815
H10 -0.9671 3.3422 -2.8035
H11 -0.1189 -3.5020 4.8283
H12 1.1164 -5.4899 4.9268
H13 -3.3178 2.3748 -6.1195
H14 5.9574 -3.2205 -0.9339
H15 1.9845 0.2769 3.7890
H16 -0.2012 1.7348 1.9287
H17 0.1212 -6.5712 3.8643
H18 -4.6695 -2.4058 0.5375
H19 -0.3719 -1.1185 4.6871
H20 -0.7997 -0.1640 3.2801
H21 3.1981 0.6008 -3.8585
H22 -6.2778 2.1908 2.8248
H23 -0.5373 -0.4800 -4.7035
H24 1.2459 -2.8052 -0.9564
H25 -5.6007 -0.5651 1.3378
H26 1.2619 -5.4436 1.2496
H27 0.9822 0.4481 2.3636
H28 1.9025 -6.1995 3.6291
H29 -3.5561 3.1390 1.8805
H30 0.3328 5.6027 -2.8777
H31 4.1685 -0.4396 -5.0206
H32 2.4456 1.4030 2.4687
H33 -0.3921 -3.4818 -1.0760
H34 1.9883 3.9650 -2.6905
H35 -2.2345 0.0611 -6.1571
H36 5.1766 -3.0961 1.4385
H37 1.6506 3.9276 1.6006
H38 -1.1822 3.2591 1.8971
H39 -0.8976 6.3907 -0.8357
H40 2.5613 -0.9202 -4.5198

Net charge: +1
LUMO level (Ha): -0.1195
Calculated total energy (eV): -106977.9610

# 4
A molecular structure, C39H41AlClO6 at a distorted geometry. Source: the Open Molecules 2025 dataset; level of theory: the ωB97M-V functional and the def2-TZVPD basis.

Cartesian coordinates (Å):
Cl1 6.7786 -3.5518 -2.4287
Al1 4.7000 -2.9630 -1.8000
O1 -3.1452 2.7821 7.4951
O2 4.6951 -1.7726 -0.3392
O3 -1.1205 -1.4722 -4.6561
O4 1.0237 -3.7522 -0.1404
O5 1.0425 2.6019 4.1905
O6 -6.4571 -1.3489 -4.7700
C1 -5.2542 -2.9144 -2.7904
C2 -2.3186 0.0258 -6.6830
C3 0.0579 3.6110 6.0709
C4 -2.1890 1.8306 5.5694
C5 -3.2877 0.1400 4.2565
C6 0.0053 5.4458 8.1587
C7 -3.0507 -0.6860 -5.7370
C8 0.0805 2.6644 4.9276
C9 -3.2041 -3.7658 -1.8547
C10 -5.1011 0.0401 -6.7803
C11 1.1194 5.3656 7.3278
C12 3.8786 1.7121 0.2047
C13 1.9295 3.3017 0.0730
C14 0.9832 -4.0315 -1.5316
C15 3.4361 0.2258 0.4599
C16 3.5455 -4.5630 -1.2391
C17 -2.4722 -3.0424 -2.7838
C18 0.8217 -2.3903 0.1446
C19 -2.3336 -1.4693 -4.6999
C20 -1.0495 3.6752 6.9178
C21 3.5593 3.0554 -1.9490
C22 -2.2040 2.7619 6.7239
C23 2.2536 -4.7453 -2.0898
C24 -2.9767 0.7354 -7.6760
C25 -4.5241 -2.1993 -3.7358
C26 -1.1009 1.7992 4.6959
C27 -5.2410 -1.4001 -4.7598
C28 1.1466 4.4513 6.2857
C29 -4.5946 -3.6946 -1.8524
C30 -3.1287 -2.2526 -3.7230
C31 -1.0745 4.5993 7.9585
C32 3.8937 -0.2853 1.8557
C33 -4.4454 -0.6697 -5.7780
C34 3.9633 -0.6318 -0.7454
C35 -2.2104 0.1223 3.3748
C36 -4.3678 0.7368 -7.7289
C37 2.8231 2.3542 -0.7768
C38 -3.2785 0.9916 5.3512
C39 -1.1171 0.9463 3.5955
H1 2.3777 -4.4207 -3.1394
H2 2.8629 3.6106 -2.5972
H3 -6.3349 -2.8647 -2.7900
H4 0.7297 -3.1345 -2.1273
H5 2.2052 1.5509 -1.2110
H6 1.1664 -1.7161 -0.6531
H7 -4.8798 1.2841 -8.5105
H8 1.4150 -2.1446 1.0435
H9 -5.1642 -4.2534 -1.1204
H10 -0.0191 6.1686 8.9646
H11 1.9653 6.0213 7.4910
H12 3.1290 -0.9761 2.2383
H13 4.0510 -2.1921 -3.0579
H14 2.0141 -5.8270 -2.1381
H15 -2.2231 -0.5368 2.5160
H16 -4.1187 1.0067 6.0323
H17 4.3930 3.6725 -1.5790
H18 -4.1374 -0.5091 4.0865
H19 4.0144 2.2655 -2.5744
H20 4.8897 1.7329 -0.2370
H21 -0.2791 0.9280 2.9105
H22 4.5882 0.0038 -1.4031
H23 3.8768 0.5898 2.5380
H24 3.9274 2.2758 1.1506
H25 2.3325 0.1990 0.4276
H26 -1.3923 -3.0972 -2.7786
H27 4.1669 -5.4728 -1.3934
H28 -1.9372 4.6595 8.6084
H29 0.1303 -4.7324 -1.6820
H30 3.0832 -0.9755 -1.3316
H31 -6.1822 0.0456 -6.8218
H32 -2.4055 1.2855 -8.4131
H33 -1.2373 0.0220 -6.6457
H34 1.8736 2.8715 1.0904
H35 -0.2342 -2.1544 0.4008
H36 4.9066 -0.7002 1.8707
H37 2.0109 4.3937 5.6376
H38 3.3557 -4.5242 -0.1532
H39 2.3899 4.2974 0.1819
H40 0.8899 3.3578 -0.2897
H41 -2.6902 -4.3847 -1.1297

Net charge: -1
LUMO level (Ha): 0.0123
Calculated total energy (eV): -72517.2241

# 5
A molecular structure, C39H41Br4GaN7O4P2 at a distorted geometry. Source: the Open Molecules 2025 dataset; level of theory: the ωB97M-V functional and the def2-TZVPD basis.

Cartesian coordinates (Å):
Br1 -1.6761 3.5889 2.3524
Br2 -2.6009 6.7854 -2.2882
Br3 -2.9087 6.3445 0.9755
Br4 -0.9891 4.5418 -4.0752
Ga1 -0.4105 0.1429 -0.8630
P1 1.8519 -0.3101 -3.4365
P2 -0.9573 -1.6368 1.2463
O1 0.8107 -0.4301 -2.3420
O2 1.4916 -0.9606 -4.7333
O3 -0.2507 2.0380 -2.2831
O4 -0.6165 1.7179 0.2514
N1 -5.1033 4.8846 -4.6894
N2 2.3822 -0.9471 0.1421
N3 3.2392 -0.9023 1.0742
N4 1.4606 -0.0093 0.3178
N5 2.9352 -2.6534 -3.5794
N6 2.9002 0.0758 1.9024
N7 1.3372 2.0762 -4.4237
C1 -4.3814 2.4817 -2.2860
C2 -2.8926 0.5925 -2.4128
C3 -4.7634 -1.8552 2.8100
C4 -1.0830 -5.7407 1.4727
C5 -0.9253 -3.7823 -0.4754
C6 -4.2227 0.4466 2.3965
C7 -3.2004 2.0057 -4.3415
C8 -1.0340 2.8470 -0.2738
C9 4.8357 2.3264 1.9234
C10 0.0322 -1.5935 2.7867
C11 -2.6353 -1.2890 1.8672
C12 -1.6023 3.8618 0.4900
C13 -5.1111 -0.5144 2.8516
C14 -3.5305 -2.2501 2.3187
C15 1.7781 0.6303 1.4244
C16 -1.0455 -6.0966 0.1328
C17 1.5945 -1.4949 5.0852
C18 -3.7937 1.3813 -1.6996
C19 -2.1943 -0.5332 -1.7567
C20 -4.6562 3.9466 -4.2069
C21 -0.9662 -5.1155 -0.8409
C22 1.8927 -2.4058 4.0833
C23 5.9612 0.0783 2.1261
C24 3.2799 -1.4153 -2.8587
C25 -0.8580 3.0707 -1.6530
C26 -2.9931 0.0558 1.9036
C27 -1.0543 -4.4084 1.8452
C28 -1.9411 5.2199 -1.4626
C29 1.1239 -2.4487 2.9341
C30 -0.9775 -3.4193 0.8664
C31 3.6498 0.4065 3.0823
C32 2.4217 1.4274 -3.7033
C33 0.5353 -0.6156 4.9263
C34 5.0037 1.0731 2.7749
C35 -2.0793 5.0308 -0.0919
C36 -1.2959 4.2455 -2.2282
C37 -0.2429 -0.6602 3.7820
C38 -2.6143 0.9128 -3.7414
C39 -4.0806 2.8044 -3.6097
H1 -6.0737 -0.2192 3.2393
H2 1.2294 1.4382 1.8611
H3 2.3284 -2.2186 -4.4009
H4 5.4156 1.3676 3.7439
H5 3.2317 -1.5465 -1.7756
H6 2.7196 -3.0913 4.1980
H7 -4.4816 1.4951 2.4338
H8 -0.8474 -3.0020 -1.2231
H9 -5.0705 3.0971 -1.7270
H10 -1.0762 0.0187 3.6709
H11 -1.9188 0.2972 -4.2956
H12 -1.0774 -4.1355 2.8920
H13 5.7926 2.8294 1.8263
H14 -2.8158 -0.9833 -0.9788
H15 0.3033 0.1001 5.6999
H16 2.5701 1.9304 -2.7438
H17 -2.2837 0.7857 1.5463
H18 3.8300 -0.5234 3.6259
H19 4.1327 3.0194 2.3777
H20 -1.9352 -1.2959 -2.4905
H21 6.1206 -0.7817 2.7726
H22 0.0751 2.2259 -3.2127
H23 3.7209 -3.2265 -3.8934
H24 6.9251 0.5474 1.9510
H25 -4.0288 1.1180 -0.6758
H26 1.6128 2.9950 -4.7586
H27 -1.1310 -6.5105 2.2275
H28 4.2592 -1.0533 -3.1645
H29 4.4841 2.0783 0.9248
H30 1.0707 1.5141 -5.2309
H31 -5.4548 -2.6010 3.1714
H32 -2.9790 2.2614 -5.3663
H33 3.0255 1.0652 3.6874
H34 2.2867 -3.2185 -3.0282
H35 -0.9337 -5.3941 -1.8834
H36 1.3637 -3.1580 2.1536
H37 2.1829 -1.4723 5.9901
H38 3.3749 1.4064 -4.2457
H39 -1.0729 -7.1382 -0.1503
H40 5.5706 -0.2757 1.1745
H41 -3.2740 -3.2982 2.2903

Net charge: +1
LUMO level (Ha): -0.0933
Calculated total energy (eV): -410850.7276
Energy above the lowest of the compared OMol25 structures with the same formula, charge and spin (eV): 0.425

- calculated total energy of number 4 (C39H41AlClO6)?
  -72517.2241 eV

- What is the formula in the fifth record?
  C39H41Br4GaN7O4P2

- What is the net charge in the third record?
  +1

- Look up the calculated total energy of the fifth one.
  -410850.7276 eV